Formula: C3H4OS
Source: OMol25
Level of theory: ωB97M-V/def2-TZVPD

Atoms and positions in Å:
H (-0.04304, -1.32691, 1.19530)
C (-1.23293, 0.74230, 0.03044)
H (-2.26627, 1.27860, -0.19151)
S (1.31205, 0.02049, -0.08794)
H (0.39277, 2.16279, 0.24511)
C (-0.14454, -1.24357, 0.17498)
H (0.10831, -2.09547, -0.37404)
C (-0.05341, 1.27486, 0.11230)
O (-1.32492, -0.62355, -0.17177)

## Properties
**SMILES**: C1=CSCO1
**Energy above the lowest of the compared OMol25 structures with the same formula, charge and spin**: 163.70 kJ/mol

Quick look at the Löwdin charges, all values in e: H 0.05; C -0.24; H 0.17; S 0.80; H 0.01; C -0.39; H 0.07; C -0.35; O -0.13

---

Formula: H64O32
Source: OMol25
Level of theory: ωB97M-V/def2-TZVPD

Atoms and positions in Å:
H (-3.15839, -5.69608, 2.57922)
H (-2.96085, 1.81512, 0.24670)
O (1.68680, 1.58147, 1.18052)
O (2.23893, -1.15866, 0.82070)
H (1.17941, 3.59505, 4.32008)
H (4.14518, 3.17699, 0.30030)
H (-1.86411, -1.09862, -3.41129)
H (0.40369, -6.25175, 0.14533)
H (1.69803, 4.02161, -2.15593)
H (-1.95213, 0.81108, -0.45366)
H (2.25151, 0.08363, -3.34849)
H (-0.12744, 0.41150, -4.91200)
O (0.60304, 1.80961, 4.63918)
H (3.10706, 3.93046, -2.40223)
O (-4.43435, -2.41210, 2.56341)
H (-0.32641, 1.31427, -5.96716)
H (-1.05739, 2.36450, 1.89591)
H (2.03290, -4.68910, 0.84947)
O (-3.15343, -0.20609, 3.95220)
H (-1.61424, -3.50436, 2.49044)
O (2.63027, 5.02932, 1.33418)
O (1.10346, -1.01577, 3.11960)
O (2.56272, -3.95942, 0.44197)
H (0.37709, -0.52975, 2.64971)
H (4.15349, -0.38845, -2.38830)
H (0.24723, 2.74157, 1.35815)
H (-0.14113, -5.08423, 1.03829)
H (0.20830, 1.37897, 3.80703)
O (-1.62085, 3.43942, -2.64852)
H (-2.98959, -3.36518, -0.15613)
H (-1.94307, 4.05062, -1.95186)
O (-3.88194, -1.72259, -0.02224)
H (-1.49972, 0.63877, 1.63727)
O (-0.76876, -3.04979, 2.29070)
H (1.49324, -1.32455, 0.22131)
O (2.37576, 3.37728, -2.51229)
H (-3.63868, 0.41751, 4.47596)
O (-0.55623, -1.45187, -0.23414)
H (3.82980, -0.79361, -0.17905)
H (3.39984, 2.81496, -0.93448)
H (-2.70177, 5.08375, -0.02335)
H (-3.49926, -0.78946, -0.00306)
H (-0.18161, -0.60575, -0.48773)
H (0.71271, 0.90391, -1.63094)
O (-2.81141, -4.29423, -0.24264)
O (-3.23269, -4.81767, 2.16150)
H (1.83691, -1.36746, 1.66371)
O (-0.40239, -4.82405, -1.90468)
H (0.75734, 1.52869, -0.22636)
O (-1.76242, 4.87600, -0.04600)
H (1.90485, 5.07668, 2.01707)
H (1.45842, 5.03248, 0.01206)
H (1.15346, 4.77130, 5.23492)
H (4.35005, -1.00130, -3.83141)
O (-1.14861, 0.68645, 2.53428)
H (-1.91079, 0.32207, 3.15222)
H (-0.98601, -1.88991, -1.00263)
H (0.65040, -1.84240, 3.30653)
H (3.35654, 5.67763, 1.49486)
H (1.99258, 0.62525, 1.28131)
O (-0.61857, 0.42402, -5.71650)
O (-2.87360, 0.27025, -4.23652)
O (1.60744, 0.82633, -3.24597)
H (-4.18222, -2.25753, 1.66223)
H (-0.92884, 3.06745, -2.12358)
H (-0.74757, -4.83043, -2.81346)
H (-2.04985, -4.38805, -0.83892)
O (1.52765, 4.51087, 4.33718)
O (0.11782, 1.21232, -0.95324)
O (3.71255, -0.81579, -3.13357)
O (-1.47047, -1.79516, -2.88579)
O (1.04969, 5.17336, -0.88168)
H (2.04209, 1.67656, -3.33560)
H (2.36915, -3.28643, 1.07420)
H (-1.06520, -2.43198, 1.61535)
O (4.49539, -0.33691, -0.70129)
H (-0.69036, -2.04408, -3.37688)
H (4.53047, 0.57191, -0.31280)
H (2.54074, -2.88120, -2.56335)
H (-1.53555, 4.09146, 0.52060)
H (2.52387, 2.01258, 0.86377)
O (1.76724, -3.23008, -2.11790)
O (0.51363, -5.75798, 0.96134)
H (2.06485, -3.52682, -1.21505)
H (-2.97180, -4.90017, 1.17034)
H (-4.62358, -1.67201, -0.63285)
H (-2.70586, 1.16275, -3.89164)
H (-4.52057, -3.36015, 2.62566)
H (0.39332, -4.19569, -1.98744)
O (-2.74992, 0.90114, 0.09646)
O (4.15122, 2.56245, -0.42207)
H (0.12050, 5.36277, -0.75470)
H (-2.44449, 0.29774, -5.11410)
H (1.30325, 1.21599, 4.93844)
O (-0.61643, 3.16271, 1.53190)
H (-3.61129, -1.04590, 3.71793)

## Properties
**Energy above the lowest of the compared OMol25 structures with the same formula, charge and spin**: 58.19 kJ/mol

Quick look at the Löwdin charges, all values in e: H 0.06; H 0.06; O -0.07; O -0.06; H -0.01; H 0.03; H -0.01; H 0.05; H 0.05; H 0.04; H 0.02; H 0.00; O -0.08; H 0.02; O -0.05; H 0.07; H 0.02; H 0.04; O -0.02; H 0.03; O -0.07; O -0.05; O -0.05; H 0.03; H 0.01; H 0.02; H 0.00; H 0.04; O -0.06; H 0.00; H 0.01; O -0.06; H 0.01; O -0.05; H 0.04; O -0.05; H 0.06; O -0.06; H 0.01; H -0.01; H 0.05; H 0.06; H -0.01; H 0.00; O -0.03; O -0.12; H -0.01; O -0.09; H 0.04; O -0.09; H 0.07; H 0.01; H 0.07; H 0.07; O -0.12; H 0.06; H 0.03; H 0.04; H 0.09; H 0.07; O -0.04; O -0.07; O -0.07; H -0.03; H -0.02; H 0.06; H 0.03; O -0.11; O -0.08; O -0.06; O -0.04; O -0.07; H 0.01; H 0.01; H 0.01; O -0.06; H 0.04; H 0.04; H 0.04; H 0.00; H 0.06; O -0.07; O -0.03; H 0.03; H 0.02; H 0.08; H 0.04; H 0.02; H 0.02; O -0.03; O -0.02; H 0.01; H 0.03; H 0.05; O -0.06; H 0.05

---

Formula: C20H54AgO8S6
Source: OMol25
Level of theory: ωB97M-V/def2-TZVPD

Atoms and positions in Å:
O (15.65990, -27.30931, 26.75106)
H (19.95199, -19.31510, 29.22138)
C (19.09081, -24.56320, 14.96872)
H (19.65842, -14.03906, 30.59067)
Ag (13.87944, -20.24967, 15.25972)
C (18.80630, -16.88605, 30.21712)
H (20.58877, -14.60195, 32.09373)
H (18.23251, -16.42979, 29.41047)
C (18.76639, -13.13447, 24.65959)
H (19.61819, -26.80229, 21.97271)
C (19.34109, -26.87421, 20.92097)
H (20.63268, -10.98671, 24.25057)
H (11.98303, -12.58067, 22.49463)
C (13.81235, -25.75838, 27.94292)
O (19.27036, -28.85753, 19.24343)
H (13.86021, -24.23230, 25.59954)
S (20.40433, -13.41155, 23.82975)
C (20.06794, -14.86453, 31.17292)
H (10.76309, -16.97002, 26.72557)
H (18.43850, -26.34070, 20.62296)
C (10.23883, -17.91466, 26.87013)
H (18.88410, -24.02187, 15.89193)
H (19.78454, -16.90525, 29.73672)
H (12.78365, -25.42791, 27.79917)
H (20.13212, -26.53591, 20.25168)
H (15.77701, -20.66659, 20.63272)
O (8.19577, -18.82897, 25.40420)
H (18.74490, -18.07595, 27.56949)
C (14.39742, -19.23678, 21.66986)
S (8.41428, -17.79555, 26.47061)
H (20.87735, -30.41586, 20.59878)
H (19.93103, -24.05530, 14.49525)
H (9.22553, -15.48020, 26.07416)
H (18.63819, -19.86748, 27.32149)
O (13.09413, -18.72226, 21.73042)
C (20.60908, -11.59905, 23.34914)
S (12.03214, -10.24602, 21.71923)
S (19.20741, -28.72104, 20.73132)
O (16.78978, -23.37188, 13.62580)
H (7.51049, -15.89690, 25.48767)
H (10.62791, -18.77686, 26.32854)
C (11.81743, -12.07089, 21.54553)
O (21.39962, -13.58328, 24.94681)
H (18.70952, -18.63289, 31.43976)
H (10.83805, -12.35490, 21.16048)
H (18.96376, -12.67088, 25.62615)
H (13.99849, -26.46684, 28.75010)
H (8.92311, -16.55178, 24.62086)
S (17.63926, -24.67100, 13.86062)
H (10.34037, -18.16060, 27.92716)
C (18.44587, -19.03332, 27.99624)
H (15.16268, -18.46274, 21.72765)
H (14.50803, -25.02006, 28.34169)
H (18.10011, -12.37641, 24.24788)
C (10.83233, -9.65980, 20.41905)
H (18.04307, -15.61807, 31.87071)
H (9.91496, -10.24834, 20.43043)
C (8.55743, -16.18575, 25.58023)
C (16.46279, -25.65188, 14.91256)
H (14.24717, -25.44568, 24.38192)
H (15.20174, -19.45096, 19.57442)
S (14.30034, -26.64745, 26.48128)
H (16.89941, -26.51031, 15.42300)
H (20.99950, -29.61306, 22.21310)
H (11.34332, -9.65381, 19.45626)
H (19.92269, -11.18000, 22.61336)
O (13.39800, -9.97328, 21.15649)
H (15.50198, -24.97873, 25.43351)
H (17.21153, -18.38781, 30.44649)
H (17.36321, -18.90721, 27.98994)
H (20.83604, -15.33705, 30.56069)
H (21.66197, -11.64622, 23.07114)
C (14.88462, -20.08447, 20.40278)
H (15.64720, -25.99100, 14.27388)
H (18.19220, -14.04017, 24.85482)
H (14.63370, -19.82077, 22.55937)
H (10.70202, -8.62943, 20.74990)
H (19.58760, -25.51863, 15.13740)
H (19.25743, -16.49453, 32.34892)
C (20.86203, -29.47055, 21.14124)
C (14.42506, -25.14603, 25.41472)
C (18.87760, -19.29726, 29.40434)
H (12.46331, -12.51829, 20.79003)
C (18.99135, -15.94635, 31.44516)
C (18.29580, -18.28629, 30.49275)
H (16.20496, -24.96955, 15.72254)
H (21.70760, -28.88821, 20.77519)
H (18.65214, -20.34726, 29.59080)
O (14.06256, -21.00912, 19.76473)

## Properties
**Net charge**: -1

Quick look at the Löwdin charges, all values in e: O -0.57; H 0.10; C -0.29; H 0.07; Ag -0.03; C -0.24; H 0.06; H 0.11; C -0.27; H 0.04; C -0.24; H 0.05; H 0.04; C -0.31; O -0.61; H 0.06; S 0.84; C -0.10; H 0.04; H 0.05; C -0.24; H 0.05; H 0.10; H 0.06; H 0.05; H 0.07; O -0.57; H 0.07; C -0.39; S 0.81; H 0.04; H 0.04; H 0.04; H 0.08; O -0.27; C -0.25; S 0.82; S 0.83; O -0.60; H 0.03; H 0.06; C -0.26; O -0.58; H 0.10; H 0.04; H 0.05; H 0.04; H 0.06; S 0.82; H 0.03; C -0.15; H 0.07; H 0.06; H 0.05; C -0.25; H 0.10; H 0.04; C -0.26; C -0.25; H 0.04; H 0.09; S 0.83; H 0.04; H 0.04; H 0.05; H 0.05; O -0.58; H 0.05; H 0.11; H 0.07; H 0.06; H 0.03; C -0.36; H 0.05; H 0.04; H 0.07; H 0.03; H 0.05; H 0.09; C -0.25; C -0.25; C -0.27; H 0.06; C -0.26; C -0.18; H 0.05; H 0.05; H 0.10; O -0.23

---

Formula: C3H8F2N2
Source: OMol25
Level of theory: ωB97M-V/def2-TZVPD

Atoms and positions in Å:
H (0.36227, -1.69553, -1.09464)
H (0.94764, 2.23064, -1.00294)
H (0.84593, -2.00113, 0.69555)
H (-1.30287, -1.39606, 1.41271)
F (-1.10670, 0.28289, -1.37024)
N (0.39525, 1.33160, 0.84816)
C (1.31813, 1.52955, -0.33602)
H (1.61456, 0.72678, -0.96141)
N (-1.08640, -1.10686, 0.46575)
H (-0.40977, -3.07174, -0.13288)
F (-2.38210, 0.73076, 0.37967)
H (2.16673, 2.02081, 0.19948)
C (-1.22617, 0.13794, -0.04858)
H (-0.04495, 2.23349, 1.03905)
C (-0.09155, -1.95312, -0.09367)

## Properties
**Energy above the lowest of the compared OMol25 structures with the same formula, charge and spin**: 358.11 kJ/mol

Quick look at the Löwdin charges, all values in e: H 0.09; H 0.03; H 0.13; H 0.15; F 0.12; N -0.04; C -0.21; H 0.04; N -0.01; H 0.10; F 0.08; H 0.08; C -0.43; H 0.02; C -0.13

---

Number 1: E_tot -16056.4131 eV, F_max 4.2 eV/Å. Number 2: E_tot -66565.4792 eV, F_max 2.7 eV/Å. Number 3: E_tot -106991.0925 eV, F_max 4.4 eV/Å. Number 4: E_tot -11652.4315 eV, F_max 4.9 eV/Å.